Record 1
A cluster of 4 separate species, C3H11NO3 in total at a distorted geometry. Source: the OMol25 dataset; level of theory: ωB97M-V/def2-TZVPD.

## Properties
Max |F|, eV Å⁻¹: 2.895
SMILES: C=CN=C.O.O.O
Frontier orbital gap, eV: 9.370
HOMO energy, eV: -9.164

Each atom is followed by the atoms it is bonded to, with distances in Å.
CARTESIAN COORDINATES (ANGSTROEM)
1 C 2.827 0.573 0.357  C2 1.337, H5 1.080, H6 1.082
2 C 1.986 -0.466 0.351  C1 1.337, N3 1.401, H7 1.084
3 N 0.815 -0.629 -0.402  C2 1.401, C4 1.270
4 C 0.644 0.202 -1.347  N3 1.270, H8 1.090, H9 1.094
5 H 2.593 1.604 0.135  C1 1.080
6 H 3.840 0.422 0.704  C1 1.082
7 H 2.350 -1.426 0.697  C2 1.084
8 H -0.363 0.453 -1.678  C4 1.090
9 H 1.524 0.634 -1.833  C4 1.094
10 O -1.759 -2.757 -0.220  H11 0.964, H12 0.965
11 H -1.470 -3.022 -1.101  O10 0.964
12 H -2.647 -2.422 -0.395  O10 0.965
13 O -0.915 2.807 0.693  H14 0.972, H15 0.961
14 H -1.090 1.872 0.496  O13 0.972
15 H -0.455 3.143 -0.082  O13 0.961
16 O -2.105 0.159 0.493  H17 0.971, H18 0.961
17 H -1.424 -0.527 0.588  O16 0.971
18 H -2.619 0.159 1.306  O16 0.961

Record 2
A cluster of 3 separate species, C3H11NO3 in total at a distorted geometry. Source: the OMol25 dataset; level of theory: ωB97M-V/def2-TZVPD.

## Properties
Max |F|, eV Å⁻¹: 3.231
SMILES: CN(C)C=O.O.O
Frontier orbital gap, eV: 9.827
HOMO energy, eV: -9.102

Each atom is followed by the atoms it is bonded to, with distances in Å.
CARTESIAN COORDINATES (ANGSTROEM)
1 C 1.008 -0.544 -2.197  N2 1.453, H6 1.137, H7 1.040, H8 1.087
2 N -0.176 -0.335 -1.383  C1 1.453, C3 1.483, C4 1.346
3 C -0.737 -1.207 -0.322  N2 1.483, H9 1.112, H10 1.081, H11 1.102
4 C -0.519 0.947 -1.157  N2 1.346, O5 1.211, H12 1.065
5 O 0.385 1.752 -1.172  C4 1.211
6 H 1.243 -1.657 -2.206  C1 1.137
7 H 0.746 -0.191 -3.139  C1 1.040
8 H 1.833 0.085 -1.870  C1 1.087
9 H -0.324 -2.202 -0.596  C3 1.112
10 H -0.293 -0.878 0.606  C3 1.081
11 H -1.830 -1.066 -0.310  C3 1.102
12 H -1.542 1.230 -1.240  C4 1.065
13 O -0.883 -0.693 3.292  H14 0.981, H15 1.018
14 H -0.245 0.036 3.137  O13 0.981
15 H -1.751 -0.284 3.632  O13 1.018
16 O 0.765 1.451 1.862  H17 1.041, H18 0.980
17 H 1.521 2.092 2.178  O16 1.041
18 H 0.798 1.464 0.883  O16 0.980

Record 3
A cluster of 3 separate species, C3H11NO3 in total. Source: the OMol25 dataset; level of theory: ωB97M-V/def2-TZVPD.

## Properties
Max |F|, eV Å⁻¹: 0.818
SMILES: NCCC=O.O.O
Frontier orbital gap, eV: 9.901
HOMO energy, eV: -9.469

Each atom is followed by the atoms it is bonded to, with distances in Å.
CARTESIAN COORDINATES (ANGSTROEM)
1 N 0.178 -1.161 -1.296  C2 1.482, H6 1.011, H7 1.010
2 C 1.608 -1.345 -0.953  N1 1.482, C3 1.529, H8 1.089, H9 1.091
3 C 1.906 -1.295 0.546  C2 1.529, C4 1.506, H10 1.095, H11 1.098
4 C 0.937 -0.669 1.514  C3 1.506, O5 1.203, H12 1.108
5 O 0.960 -0.933 2.688  C4 1.203
6 H 0.118 -0.688 -2.187  N1 1.011
7 H -0.264 -0.587 -0.594  N1 1.010
8 H 1.918 -2.322 -1.318  C2 1.089
9 H 2.194 -0.614 -1.512  C2 1.091
10 H 2.877 -0.819 0.724  C3 1.095
11 H 2.080 -2.305 0.938  C3 1.098
12 H 0.227 0.104 1.159  C4 1.108
13 O -3.446 1.669 0.508  H14 0.966, H15 0.966
14 H -3.609 0.931 1.109  O13 0.966
15 H -4.066 2.345 0.814  O13 0.966
16 O -0.946 2.774 -0.533  H17 0.968, H18 0.958
17 H -1.845 2.583 -0.230  O16 0.968
18 H -0.825 2.335 -1.376  O16 0.958

Record 4
A cluster of 3 separate species, C3H11NO3 in total at a distorted geometry. Source: the OMol25 dataset; level of theory: ωB97M-V/def2-TZVPD.

## Properties
Max |F|, eV Å⁻¹: 4.575
SMILES: CNC(C)=O.O.O
Frontier orbital gap, eV: 9.654
HOMO energy, eV: -9.214

Each atom is followed by the atoms it is bonded to, with distances in Å.
CARTESIAN COORDINATES (ANGSTROEM)
1 C 0.461 1.065 -0.863  N2 1.526, H6 1.137, H7 1.163, H8 1.150
2 N 1.209 -0.228 -1.173  C1 1.526, C3 1.366, H9 1.040
3 C 0.729 -1.491 -0.970  N2 1.366, C4 1.482, O5 1.216
4 C -0.670 -1.706 -0.533  C3 1.482, H10 1.180, H11 1.091, H12 1.262
5 O 1.513 -2.333 -1.365  C3 1.216
6 H 1.234 1.821 -0.512  C1 1.137
7 H -0.460 0.825 -0.195  C1 1.163
8 H -0.019 1.670 -1.716  C1 1.150
9 H 2.114 -0.124 -1.674  N2 1.040
10 H -0.914 -2.849 -0.364  C4 1.180
11 H -1.119 -1.086 0.244  C4 1.091
12 H -1.451 -1.361 -1.462  C4 1.262
13 O -2.001 0.858 1.036  H14 0.963, H15 0.915
14 H -2.043 1.820 1.064  O13 0.963
15 H -2.770 0.543 0.654  O13 0.915
16 O 1.155 1.145 2.629  H17 1.004, H18 0.999
17 H 1.336 0.613 1.797  O16 1.004
18 H 1.697 0.820 3.403  O16 0.999

Record 5
A cluster of 4 separate species, C3H11NO4 in total at a distorted geometry. Source: the OMol25 dataset; level of theory: ωB97M-V/def2-TZVPD.

## Properties
Max |F|, eV Å⁻¹: 6.243
Frontier orbital gap, eV: 3.291
HOMO energy, eV: -8.537

Each atom is followed by the atoms it is bonded to, with distances in Å.
CARTESIAN COORDINATES (ANGSTROEM)
1 C 0.388 0.561 1.978  C4 1.357, H7 1.101, H8 1.030
2 C -0.956 -0.324 -1.174  O3 1.451, H9 1.088, H10 1.121, H11 1.097
3 O -1.280 -1.207 -2.279  C2 1.451, H17 1.040
4 C -0.582 1.472 1.714  C1 1.357, N5 1.525, O6 1.217
5 N -1.142 2.200 2.931  C4 1.525, H12 0.992, H13 1.014
6 O -0.966 1.811 0.610  C4 1.217
7 H 0.868 0.358 2.948  C1 1.101
8 H 0.823 -0.045 1.267  C1 1.030
9 H -0.341 0.506 -1.513  C2 1.088
10 H -0.233 -0.864 -0.509  C2 1.121
11 H -1.843 0.133 -0.719  C2 1.097
12 H -2.003 2.631 2.691  N5 0.992
13 H -1.189 1.626 3.764  N5 1.014
14 H 2.822 -0.598 -0.770  O16 0.949
15 H 1.664 -1.142 -1.700  O16 1.008
16 O 1.956 -0.388 -1.097  H14 0.949, H15 1.008
17 H -0.379 -1.673 -2.511  O3 1.040
18 H 1.335 -2.861 -3.129  O19 0.957
19 O 1.056 -2.195 -2.501  H18 0.957

Record 6
A cluster of 3 separate species, C3H11NO4 in total at a distorted geometry. Source: the OMol25 dataset; level of theory: ωB97M-V/def2-TZVPD.

## Properties
Max |F|, eV Å⁻¹: 1.413
SMILES: CCNC(=O)O.O.O
Frontier orbital gap, eV: 10.628
HOMO energy, eV: -9.848

Each atom is followed by the atoms it is bonded to, with distances in Å.
CARTESIAN COORDINATES (ANGSTROEM)
1 C -0.929 -0.681 2.425  C2 1.520, H7 1.087, H8 1.094, H9 1.086
2 C -1.140 0.774 2.040  C1 1.520, N3 1.473, H10 1.084, H11 1.091
3 N -1.324 0.945 0.589  C2 1.473, C4 1.353, H12 1.001
4 C -0.383 0.615 -0.325  N3 1.353, O5 1.223, O6 1.338
5 O 0.749 0.257 -0.034  C4 1.223
6 O -0.878 0.768 -1.559  C4 1.338, H13 0.984
7 H 0.042 -1.038 2.091  C1 1.087
8 H -0.899 -0.788 3.513  C1 1.094
9 H -1.736 -1.273 2.002  C1 1.086
10 H -2.060 1.132 2.488  C2 1.084
11 H -0.246 1.360 2.257  C2 1.091
12 H -2.252 0.999 0.218  N3 1.001
13 H -0.204 0.495 -2.221  O6 0.984
14 O 2.759 -0.881 -1.637  H15 0.954, H16 0.999
15 H 3.112 -1.451 -0.957  O14 0.954
16 H 2.083 -0.318 -1.164  O14 0.999
17 O 0.705 -0.399 -3.172  H18 0.967, H19 0.954
18 H 1.515 -0.737 -2.766  O17 0.967
19 H 1.086 0.221 -3.790  O17 0.954

Record 7
A cluster of 3 separate species, C3H11NO4 in total at a distorted geometry. Source: the OMol25 dataset; level of theory: ωB97M-V/def2-TZVPD.

## Properties
Max |F|, eV Å⁻¹: 1.894
SMILES: O=CNCCO.O.O
Frontier orbital gap, eV: 10.512
HOMO energy, eV: -10.066

Each atom is followed by the atoms it is bonded to, with distances in Å.
CARTESIAN COORDINATES (ANGSTROEM)
1 O 2.235 1.819 0.349  C2 1.209
2 C 1.286 1.237 0.820  O1 1.209, N3 1.352, H7 1.110
3 N 0.549 0.269 0.230  C2 1.352, C4 1.486, H8 1.014
4 C -0.576 -0.461 0.870  N3 1.486, C5 1.533, H9 1.090, H10 1.088
5 C -0.481 -1.961 0.571  C4 1.533, O6 1.403, H11 1.089, H12 1.088
6 O -1.169 -2.355 -0.585  C5 1.403, H13 0.962
7 H 0.950 1.444 1.857  C2 1.110
8 H 0.676 0.101 -0.762  N3 1.014
9 H -0.403 -0.260 1.927  C4 1.090
10 H -1.490 -0.030 0.469  C4 1.088
11 H 0.579 -2.210 0.598  C5 1.089
12 H -0.972 -2.451 1.410  C5 1.088
13 H -0.945 -1.827 -1.358  O6 0.962
14 O -2.530 2.582 0.975  H15 0.960, H16 0.962
15 H -3.156 2.074 0.453  O14 0.960
16 H -1.643 2.292 0.743  O14 0.962
17 O 1.103 -0.917 -2.709  H18 0.958, H19 0.959
18 H 1.085 -1.438 -1.906  O17 0.958
19 H 1.938 -0.922 -3.181  O17 0.959

Record 8
A cluster of 2 separate species, C3H11NO4PS in total at a distorted geometry. Source: the OMol25 dataset; level of theory: ωB97M-V/def2-TZVPD.

## Properties
Max |F|, eV Å⁻¹: 4.095
Total charge: +1
Frontier orbital gap, eV: 9.403
HOMO energy, eV: -12.995

Each atom is followed by the atoms it is bonded to, with distances in Å.
CARTESIAN COORDINATES (ANGSTROEM)
1 C -0.535 0.812 1.811  C2 1.616, H11 1.174, H12 1.113, H13 1.124
2 C -1.739 0.052 1.046  C1 1.616, C3 1.583, O5 1.399, H14 1.058
3 C -1.926 0.650 -0.407  C2 1.583, N4 1.232, H15 1.063
4 N -2.366 -0.181 -1.203  C3 1.232, H17 1.040, H18 1.015
5 O -1.534 -1.307 0.782  C2 1.399, H19 0.902
6 O 2.779 0.366 0.326  P9 1.550, H20 0.957
7 O 2.886 0.810 -2.012  P9 1.572, H21 0.932
8 O 0.520 0.131 -1.040  P9 1.524
9 P 2.036 -0.016 -0.980  O6 1.550, O7 1.572, O8 1.524, S10 2.180
10 S 2.389 -2.157 -1.186  P9 2.180, H16 1.345
11 H -0.749 1.580 2.674  C1 1.174
12 H 0.090 1.376 1.083  C1 1.113
13 H -0.014 0.007 2.397  C1 1.124
14 H -2.673 0.248 1.503  C2 1.058
15 H -1.845 1.686 -0.633  C3 1.063
16 H 2.349 -2.235 0.156  S10 1.345
17 H -2.798 0.069 -2.115  N4 1.040
18 H -2.297 -1.143 -0.888  N4 1.015
19 H -0.860 -1.578 1.318  O5 0.902
20 H 3.695 0.096 0.260  O6 0.957
21 H 2.590 0.733 -2.893  O7 0.932

Sequential energy relative to the best compared isomer or geometry (same formula, charge and spin) output: 66.9, 51.4, 42.1, 51.7, 208.5, 3.9, 48.2, 0.0 kcal/mol